# C60H132N6O12

A cluster of 9 separate species, C60H132N6O12 in total at a distorted geometry (ωB97M-V/def2-TZVPD, the Open Molecules 2025 dataset).

Summary:
Largest force on an atom   0.047 Eh/bohr
LUMO energy   0.37 eV
Energy above the lowest of the compared OMol25 structures with the same formula, charge and spin   0.0 kJ/mol
Frontier orbital gap   8.39 eV

CARTESIAN COORDINATES (ANGSTROEM)
C (-1.80362, 4.58186, 5.61022)
C (-1.22437, 4.17875, 4.26875)
O (-2.18069, 3.47480, 3.45754)
O (-1.80766, 3.55628, 6.56731)
H (-2.78155, 5.03926, 5.39803)
H (-1.22711, 5.44141, 5.96747)
H (-0.38245, 3.49140, 4.35647)
H (-0.89027, 5.08174, 3.74174)
H (-3.03727, 3.91827, 3.48715)
H (-2.58945, 3.00968, 6.44968)
C (-4.64990, 5.38572, 2.18343)
C (-4.46060, 4.33625, 1.12648)
O (-5.64207, 3.58265, 0.86887)
O (-4.79349, 4.90311, 3.51608)
H (-5.45481, 6.09201, 1.95607)
H (-3.77811, 6.05191, 2.19417)
H (-3.56712, 3.72234, 1.26461)
H (-4.29403, 4.86096, 0.17972)
H (-5.79589, 2.94136, 1.56991)
H (-5.66374, 4.51757, 3.65232)
C (-1.21220, 1.91894, 0.66913)
C (-0.73108, 0.83518, -0.27805)
O (-1.19278, -0.47211, 0.06591)
O (-0.47269, 1.85975, 1.85636)
H (-2.28105, 1.72377, 0.82920)
H (-1.08273, 2.86958, 0.13169)
H (0.36336, 0.84089, -0.21858)
H (-1.08760, 1.08489, -1.27599)
H (-0.57216, -0.75387, 0.74672)
H (-0.85608, 2.39138, 2.56127)
C (2.50865, -4.44042, 1.16592)
C (3.35245, -3.38402, 0.44192)
C (2.42010, -2.17519, 0.24796)
C (3.16994, -0.95912, -0.26914)
C (4.44316, -0.66178, 0.55109)
C (5.33026, -1.84679, 0.91241)
N (4.47930, -2.99227, 1.25241)
O (5.26604, -4.12441, 1.57707)
C (6.37279, -2.18085, -0.17135)
C (6.06688, -1.50395, 2.20475)
C (3.65667, -3.96397, -0.96222)
H (2.48108, -4.27455, 2.24589)
H (2.84496, -5.46204, 0.97733)
H (1.49504, -4.41235, 0.75845)
H (1.63208, -2.48461, -0.43696)
H (2.00446, -1.92212, 1.23156)
H (2.51510, -0.08829, -0.18476)
H (3.48285, -1.04575, -1.31065)
H (4.12694, -0.04037, 1.39135)
H (5.03804, 0.00712, -0.08072)
H (5.98643, -1.79512, -1.12696)
H (7.32974, -1.66779, -0.07641)
H (6.52691, -3.24946, -0.28950)
H (5.40397, -1.60676, 3.07559)
H (6.92638, -2.13145, 2.44089)
H (6.35418, -0.45426, 2.33481)
H (4.22722, -4.88979, -0.83490)
H (4.33398, -3.28579, -1.48916)
H (2.80582, -4.18162, -1.60446)
H (5.02786, -4.32646, 2.48754)
C (0.77980, 7.12391, -4.22555)
C (2.04079, 6.50192, -3.62813)
C (3.04845, 7.53357, -3.11163)
C (2.50642, 8.26336, -1.88666)
C (2.08192, 7.31216, -0.77351)
C (1.27657, 6.07786, -1.23127)
N (1.84512, 5.60282, -2.50200)
O (1.23815, 4.38061, -2.89209)
C (1.49619, 4.96678, -0.19756)
C (-0.20533, 6.44739, -1.31906)
C (2.77798, 5.71973, -4.72662)
H (-0.07326, 6.44454, -4.17336)
H (0.92485, 7.30647, -5.29326)
H (0.47290, 8.06086, -3.76332)
H (3.95091, 6.99387, -2.80938)
H (3.33787, 8.20145, -3.92634)
H (1.70460, 8.90307, -2.26747)
H (3.27747, 8.93884, -1.50844)
H (1.48369, 7.94583, -0.11819)
H (2.98193, 6.92763, -0.29276)
H (0.95939, 4.04648, -0.41672)
H (2.56310, 4.79657, -0.06254)
H (1.07844, 5.34285, 0.74247)
H (-0.77180, 5.66301, -1.84168)
H (-0.70878, 6.42312, -0.34662)
H (-0.40614, 7.37738, -1.84248)
H (2.98943, 6.39057, -5.56273)
H (2.11305, 4.95471, -5.12907)
H (3.71529, 5.30998, -4.35777)
H (1.88123, 3.71983, -2.61752)
C (-3.89189, -6.25653, -4.58924)
C (-2.90526, -5.16788, -4.16587)
C (-3.63918, -3.83309, -4.24321)
C (-2.89690, -2.67478, -3.54238)
C (-2.68032, -3.10693, -2.10764)
C (-1.93153, -4.41756, -1.86894)
N (-2.51902, -5.40821, -2.77972)
O (-1.91996, -6.68492, -2.62125)
C (-0.44449, -4.21492, -2.16888)
C (-2.14807, -4.85470, -0.42931)
C (-1.68295, -5.18587, -5.11584)
H (-4.83561, -6.05030, -4.07828)
H (-3.53181, -7.25202, -4.34945)
H (-4.13540, -6.16883, -5.64961)
H (-3.86032, -3.54239, -5.27477)
H (-4.62728, -3.93041, -3.77533)
H (-3.53216, -1.80004, -3.66170)
H (-1.95779, -2.58823, -4.09859)
H (-3.68283, -3.17316, -1.67092)
H (-2.15556, -2.32622, -1.54411)
H (-0.23364, -3.59758, -3.04057)
H (0.12072, -3.90518, -1.28764)
H (-0.02672, -5.19387, -2.43683)
H (-1.49058, -5.68980, -0.18065)
H (-1.86067, -4.03020, 0.22987)
H (-3.19681, -5.09641, -0.25822)
H (-1.15127, -6.12273, -4.94406)
H (-1.03237, -4.32835, -4.96980)
H (-2.03494, -5.21588, -6.14914)
H (-2.47782, -7.11127, -1.96413)
C (3.60768, -0.66725, 8.17849)
C (3.36852, -0.99448, 6.71247)
C (3.24039, -2.52236, 6.63348)
C (2.69070, -3.00425, 5.28299)
C (1.45021, -2.20374, 4.88692)
C (1.55367, -0.68196, 4.98114)
N (2.13264, -0.37869, 6.27919)
O (2.15327, 1.02547, 6.48070)
C (2.34540, -0.17259, 3.75693)
C (0.12642, -0.15732, 4.92985)
C (4.62889, -0.57731, 5.91136)
H (3.72594, 0.39604, 8.40762)
H (4.50467, -1.14391, 8.57385)
H (2.73011, -0.96694, 8.76030)
H (4.26007, -2.91547, 6.69186)
H (2.67361, -2.98514, 7.44288)
H (2.35889, -4.04385, 5.30115)
H (3.49025, -2.92210, 4.53776)
H (0.66226, -2.53089, 5.58254)
H (1.07195, -2.56714, 3.92591)
H (3.00326, -0.94763, 3.35376)
H (1.65869, 0.06447, 2.94064)
H (2.95460, 0.69766, 3.99964)
H (-0.29818, -0.03345, 5.93582)
H (0.13287, 0.91116, 4.67130)
H (-0.60030, -0.67626, 4.31189)
H (4.57502, -0.94477, 4.88836)
H (5.49976, -1.00703, 6.39978)
H (4.64526, 0.50883, 5.81203)
H (1.50546, 1.17137, 7.17687)
C (-4.05665, -0.16709, 4.22197)
C (-4.51616, -1.27512, 3.25041)
C (-5.53428, -2.11606, 4.03030)
C (-6.36772, -3.04087, 3.16014)
C (-7.00630, -2.27636, 2.01924)
C (-6.09366, -1.33192, 1.23720)
N (-5.19220, -0.62367, 2.15670)
O (-4.31660, 0.18523, 1.38027)
C (-5.32319, -2.11403, 0.16460)
C (-6.99259, -0.30448, 0.55750)
C (-3.25353, -2.09129, 2.86716)
H (-3.32636, -0.52196, 4.95043)
H (-4.92197, 0.26847, 4.71722)
H (-3.56321, 0.60433, 3.62517)
H (-5.09212, -2.61625, 4.89428)
H (-6.20881, -1.39754, 4.51904)
H (-7.12199, -3.60600, 3.70295)
H (-5.63198, -3.73599, 2.72748)
H (-7.92983, -1.77687, 2.34366)
H (-7.49834, -2.95752, 1.30884)
H (-4.54994, -1.55783, -0.36341)
H (-5.01588, -3.14029, 0.37203)
H (-6.02178, -2.25245, -0.67828)
H (-7.65531, -0.81203, -0.14641)
H (-7.68534, 0.10180, 1.30119)
H (-6.46098, 0.53334, 0.11385)
H (-2.88960, -2.63892, 3.73657)
H (-2.44620, -1.39751, 2.61423)
H (-3.49663, -2.78299, 2.06273)
H (-3.51006, -0.34992, 1.32166)
C (3.86167, 0.21180, -4.95347)
C (2.68277, -0.79111, -4.88719)
C (1.82747, -0.38726, -3.67021)
C (0.90390, 0.80718, -3.91084)
C (0.08541, 0.46752, -5.15121)
C (0.86896, 0.15838, -6.40759)
N (1.87657, -0.83819, -6.08129)
O (2.51983, -1.37195, -7.20698)
C (-0.08418, -0.36139, -7.46751)
C (1.51190, 1.45392, -6.96802)
C (3.20582, -2.19462, -4.59227)
H (4.26381, 0.37696, -5.95977)
H (4.76339, -0.26793, -4.53264)
H (3.79097, 1.11690, -4.35349)
H (1.17259, -1.17717, -3.29258)
H (2.57994, -0.18641, -2.90712)
H (1.40124, 1.77407, -4.02332)
H (0.21498, 0.86777, -3.06796)
H (-0.66637, 1.25209, -5.31972)
H (-0.62497, -0.33451, -4.89780)
H (-0.78102, -1.10580, -7.07735)
H (-0.70500, 0.45488, -7.84307)
H (0.47148, -0.78564, -8.30084)
H (0.74646, 2.20216, -7.17741)
H (2.28530, 1.88869, -6.33879)
H (1.94388, 1.17449, -7.93475)
H (3.85699, -2.33430, -3.73411)
H (3.73615, -2.57097, -5.47534)
H (2.34889, -2.87506, -4.55814)
H (3.31053, -0.83352, -7.37136)

Cartesian forces, eV/Å:
0.286 0.800 -0.710
-0.540 -0.062 -0.428
0.421 -0.156 0.196
-0.162 0.034 0.247
-0.200 -0.414 0.252
0.255 -0.378 0.390
0.113 0.153 0.285
0.020 -0.033 0.015
-0.165 0.119 0.142
0.018 -0.023 -0.106
0.255 1.064 0.192
-0.503 0.125 -0.973
0.067 -0.004 0.290
0.329 -0.288 0.124
-0.318 -0.447 -0.203
0.196 -0.352 0.106
-0.178 -0.180 0.387
0.092 0.126 0.108
0.218 -0.165 -0.015
-0.053 0.013 -0.180
-0.497 -0.245 -0.460
0.175 0.273 0.488
0.167 0.212 0.163
0.746 -0.473 0.099
-0.005 0.296 0.137
-0.077 0.121 0.231
0.012 0.081 -0.457
0.073 -0.212 -0.086
-0.206 -0.309 0.099
-0.577 0.063 -0.278
0.026 -0.347 0.048
-1.518 -0.524 -1.204
0.838 0.235 0.349
0.471 0.012 0.185
-0.627 0.758 -0.819
0.686 -0.385 0.836
-0.646 0.125 0.573
0.250 -0.082 -0.286
-0.651 0.604 -1.264
-0.077 0.411 1.551
1.540 0.041 0.277
-0.111 0.108 -0.036
0.288 0.090 0.130
-0.055 0.116 0.165
-0.161 0.151 0.075
-0.178 -0.044 -0.085
0.082 0.076 -0.257
-0.331 -0.306 -0.062
0.286 -0.445 0.442
0.156 0.037 0.229
0.050 -0.320 -0.040
-0.007 -0.065 0.496
0.120 -0.027 0.212
-0.201 -0.309 -0.330
0.061 -0.036 -0.380
0.290 -0.050 -0.761
-0.085 -0.003 -0.060
-0.231 -0.018 -0.186
-0.293 0.148 0.281
0.004 0.076 0.037
-0.432 -0.045 -0.435
0.828 -0.199 -0.317
-0.007 -0.061 0.467
0.352 0.259 -1.015
0.061 0.156 -0.713
-0.217 0.223 -0.166
0.720 -0.326 0.644
-0.515 0.201 -0.091
-0.519 0.660 0.363
-0.949 -1.079 -0.144
-0.673 0.179 -0.306
0.109 -0.111 0.131
0.088 0.185 0.080
0.081 0.006 0.052
-0.012 -0.102 -0.144
-0.155 0.185 0.094
-0.240 -0.014 0.492
-0.087 0.045 0.083
0.052 -0.515 0.587
0.015 0.274 0.265
0.098 -0.034 -0.187
-0.007 -0.214 -0.043
0.207 -0.139 0.103
0.328 0.075 -0.262
0.392 0.511 0.154
0.090 0.167 0.178
0.140 0.085 0.128
0.250 -0.235 0.083
-0.052 -0.215 0.033
0.028 -0.032 -0.082
-0.420 0.413 0.106
0.629 0.089 -0.597
-0.348 0.765 0.292
0.042 -1.807 -0.908
-0.397 1.001 0.694
0.062 0.465 -1.499
-1.341 -0.254 0.989
0.363 0.225 -0.132
0.619 -1.111 0.030
0.427 0.181 0.027
-0.593 -0.428 0.043
0.041 -0.359 0.220
-0.006 -0.058 -0.129
0.284 -0.119 -0.073
0.255 -0.325 -0.127
0.115 -0.132 0.127
0.361 0.333 0.282
0.040 0.628 0.225
0.096 -0.187 0.126
-0.007 -0.057 0.023
-0.139 0.402 0.223
-0.091 0.413 -0.105
-0.025 0.025 0.144
-0.193 -0.138 0.021
-0.092 0.006 0.007
0.011 -0.119 0.032
0.254 0.149 0.027
0.141 -0.049 -0.042
0.090 0.200 -0.022
-0.066 -0.099 -0.051
-0.440 0.648 0.722
1.037 -0.249 0.105
0.189 -0.711 -0.914
-0.140 0.592 -0.177
-0.375 -0.997 0.732
-0.033 -0.939 -1.032
-0.954 -0.168 0.606
0.370 0.136 -0.299
0.105 -0.167 -0.161
-0.353 2.104 1.116
-0.896 0.071 -0.322
0.075 0.026 -0.466
-0.094 -0.292 -0.131
0.149 -0.256 0.025
-0.042 -0.021 0.360
-0.163 0.430 0.143
0.382 -0.126 0.189
-0.163 0.011 -0.148
0.052 0.221 0.100
0.192 0.505 -0.255
0.114 0.027 0.168
-0.024 0.248 0.091
-0.168 0.134 -0.082
0.053 -0.831 0.052
0.048 -0.250 -0.628
0.319 -0.228 -0.263
0.101 -0.202 0.057
0.222 0.331 -0.036
0.381 0.020 0.354
-0.028 -0.013 0.006
0.264 0.233 -0.649
0.720 -0.238 1.414
-1.171 0.606 0.410
1.197 -0.169 -0.647
-1.294 -0.301 -0.210
0.566 -0.462 0.014
-1.102 0.811 -0.186
0.241 -0.278 0.596
-0.969 -0.254 -1.648
-0.626 0.161 0.471
-0.522 0.266 0.092
-0.149 -0.161 0.094
0.041 0.078 0.087
0.001 0.100 0.193
0.418 -0.227 -0.333
-0.081 0.011 -0.246
0.105 -0.036 0.156
-0.386 -0.332 0.036
0.523 0.545 0.514
0.630 -0.221 -0.117
0.397 0.099 0.647
0.292 0.215 0.550
-0.112 -0.151 0.249
0.279 0.098 -0.321
0.248 0.167 0.109
0.122 -0.195 -0.274
-0.132 -0.113 -0.004
0.033 -0.189 -0.379
0.393 -0.056 -0.107
0.226 0.200 -0.537
1.763 -0.977 0.049
0.162 0.435 0.925
0.123 0.647 0.064
-0.033 -0.548 -0.366
-1.481 0.412 0.797
0.434 1.063 0.040
-1.203 -1.115 0.200
0.383 0.237 0.109
-0.312 -0.184 -0.225
-0.152 -0.395 -0.471
-0.240 -0.926 -1.468
-0.604 0.525 -0.092
-0.352 -0.090 0.275
-0.516 0.293 -0.481
0.273 -0.353 -0.285
-0.270 0.053 0.260
0.169 -0.096 0.001
0.091 0.272 0.056
0.520 0.324 -0.423
0.630 -0.492 -0.059
0.233 -0.167 0.085
0.111 0.080 0.000
-0.072 -0.026 -0.032
0.012 0.044 0.106
-0.037 -0.042 0.112
0.200 0.247 0.049
-0.148 0.408 0.231
0.269 0.182 0.178
-0.001 0.090 0.432
-0.045 0.132 -0.105